No. 1
The following is a DFT calculation (ωB97M-V/def2-TZVPD) of C5H9NO2 in the gas phase in a non-equilibrium geometry.

## Properties
Total energy in eV: -10912.29387
Orbital gap in eV: 9.601
Energy relative to the best compared isomer or geometry (same formula, charge and spin) in kJ/mol: 413.1
HOMO in Ha: -0.3229
Multiplicity: 1
F_max in Eh/bohr: 0.0602
SMILES: C=C(C)/C(O)=C\ON

```
17
Properties=species:S:1:pos:R:3:mulliken_charge:R:1
C 0.3189 0.0485 -2.0023 -0.97
C 0.2557 -0.4324 -0.7414 0.56
C 1.3525 -1.2840 -0.1610 -1.15
C -1.0357 -0.5263 -0.0210 0.42
O -1.6534 -1.7480 -0.0773 -0.49
C -1.4228 0.5413 0.6678 -0.36
O -0.4231 1.6281 0.4848 -0.24
N 0.2628 1.9231 1.7169 -0.54
H -0.4728 0.6663 -2.4115 0.28
H 1.2126 -0.0719 -2.6042 0.30
H 2.2357 -1.3177 -0.8061 0.37
H 1.6540 -0.9089 0.8220 0.28
H 1.0227 -2.3197 -0.0346 0.28
H -2.4383 -1.7103 0.4924 0.32
H -2.1896 0.7496 1.3911 0.46
H 1.2438 1.8453 1.4491 0.25
H 0.0768 2.9169 1.8353 0.25
```

No. 2
The following is a DFT calculation (ωB97M-V/def2-TZVPD) of a molecular structure, C13H9HgNO4 in a non-equilibrium geometry.

## Properties
Total energy in eV: -27458.18015
Orbital gap (spin up / spin down) in eV: 3.763 / 2.827
Energy relative to the best compared isomer or geometry (same formula, charge and spin) in kJ/mol: 338.5
HOMO (spin up / spin down) in Ha: -0.5386 / -0.5540
Multiplicity: 1
F_max in Eh/bohr: 0.0660
Total charge: +2

```
28
Properties=species:S:1:pos:R:3:mulliken_charge:R:1
Hg -3.4408 0.9317 -0.7479 0.82
C 1.9987 -0.8391 -0.6522 0.25
O 2.1294 -0.8341 0.4831 -0.24
C 1.5129 -1.1751 -3.8125 0.23
O 2.5612 -1.6005 -3.9203 -0.22
C 1.1871 1.5427 -2.1057 0.17
O 2.2592 1.9332 -2.2648 -0.18
C -0.4035 -2.3452 -1.5680 0.19
O -0.0431 -3.4361 -1.5088 -0.19
C -2.8151 0.4850 -4.8232 -0.49
H -3.5932 -0.1286 -4.3709 0.27
H -2.9406 1.5722 -4.7349 0.25
C -1.7180 -0.0640 -5.3596 -0.44
H -0.9306 0.5098 -5.8459 0.25
H -1.5239 -1.1306 -5.4182 0.25
N -1.1307 0.7223 0.3661 -0.12
C -0.5485 0.5039 1.3585 -0.26
C 0.1099 0.3398 2.5924 0.90
C 0.9809 1.3532 3.0170 -0.16
C 1.4533 1.3425 4.3282 -0.57
C 1.0837 0.2881 5.1928 -0.22
C 0.2526 -0.7575 4.7347 -0.53
C -0.2068 -0.7555 3.4184 -0.27
H 1.1883 2.1759 2.3207 0.48
H 2.0856 2.1676 4.6681 0.45
H 1.4203 0.2967 6.2262 0.46
H -0.0266 -1.5861 5.3954 0.45
H -0.9019 -1.5124 3.0312 0.48
```

No. 3
The following is a DFT calculation (ωB97M-V/def2-TZVPD) of a molecular structure, C8H7FeN2O5 in a non-equilibrium geometry.

## Properties
Total energy in eV: -56000.81925
Orbital gap (spin up / spin down) in eV: 7.139 / 6.788
Energy relative to the best compared isomer or geometry (same formula, charge and spin) in kJ/mol: 18.7
HOMO (spin up / spin down) in Ha: -0.4027 / -0.4844
<S²>: 6.102
Multiplicity: 5
F_max in Eh/bohr: 0.1815
Total charge: +1

```
23
Properties=species:S:1:pos:R:3:mulliken_spin:R:1
O -1.8013 -2.3696 -2.1513 0.03
C -1.0722 -1.4711 -2.0983 0.03
Fe 0.0416 -0.0224 -1.9161 2.93
O 2.1156 -1.4564 -0.4624 -0.02
C 1.4062 -0.9908 -1.2550 0.06
C 1.0375 1.5013 -2.1212 0.00
O 1.6405 2.4783 -2.2433 0.01
C -1.2101 0.9449 -3.3249 0.43
O -1.1825 2.0216 -3.8581 0.28
C 0.6029 -0.4721 -3.5727 0.07
O 1.1036 -0.8247 -4.5656 -0.01
H -2.1311 0.2888 -3.4077 0.10
C -1.0451 0.6713 3.2702 0.00
N -0.0180 0.0109 2.4815 0.03
C 1.0447 -0.6706 3.2604 0.00
C -0.1246 0.0853 1.1824 0.06
N -0.4262 0.2862 0.0501 -0.01
H -0.8182 0.5256 4.3301 0.00
H -2.0405 0.2678 3.0111 0.00
H -1.0924 1.7443 3.0112 0.00
H 1.0981 -1.7535 3.0230 0.00
H 2.0516 -0.2679 3.0241 0.00
H 0.8199 -0.5269 4.3325 0.00
```

No. 4
The following is a DFT calculation (ωB97M-V/def2-TZVPD) of 2 unconnected molecules or ions with the total composition C4H15N2O in a non-equilibrium geometry.

## Properties
Total energy in eV: -9412.47071
Orbital gap in eV: 11.336
Energy relative to the best compared isomer or geometry (same formula, charge and spin) in kJ/mol: 115.0
HOMO in Ha: -0.5305
Multiplicity: 1
F_max in Eh/bohr: 0.0498
Total charge: +1

```
22
Properties=species:S:1:pos:R:3:mulliken_charge:R:1
C 0.7986 -0.6498 1.5386 -1.46
C -0.1102 -0.5743 0.3602 0.52
C -1.2097 0.5091 0.5047 -0.89
C -2.2527 0.9170 -0.5479 -0.58
N -1.7380 0.5427 -1.9272 -0.33
N 0.6700 -0.4565 -0.9704 -0.68
H 0.3879 -1.1555 2.4217 0.41
H 1.7488 -1.1952 1.4041 0.35
H 1.0819 0.3217 1.9475 0.37
H -0.6018 -1.5358 0.2165 0.28
H -1.7746 0.1813 1.3854 0.35
H -0.6525 1.3988 0.7823 0.37
H -2.4733 1.9836 -0.5396 0.31
H -3.2161 0.4147 -0.5588 0.33
H -1.8154 1.2457 -2.6519 0.35
H -0.6614 0.1840 -1.9263 0.40
H -2.2375 -0.2844 -2.2542 0.38
H 1.4706 0.1660 -0.8162 0.19
H 1.1792 -1.3420 -1.0117 0.31
H 4.1117 -0.6832 1.4246 0.33
H 3.6080 0.4789 0.6374 0.32
O 3.6866 -0.4667 0.5813 -0.64
```